1.
This record from OMol25 describes C19H23AlBr2CaCl4F15MgN3O18S4 as an isolated structure in a non-equilibrium geometry. The level of theory is ωB97M-V/def2-TZVPD.

Computed properties:
**Energy**: -366148.7131 eV
**HOMO level**: -7.11 eV
**F_max**: 0.07141 Eh/bohr
**Frontier orbital gap**: 0.881 eV

Last column: Mulliken charge in e.
Positions of all 91 atoms, in Å:
C  0.2044  1.9050  -3.2817  -0.5376
O  -1.3656  -5.5944  7.2303  -0.5569
S  3.4952  -0.5553  -0.1549  1.0685
O  3.3509  5.8237  -1.1175  -0.5401
H  -2.4574  3.2204  0.1551  -0.1401
H  0.6818  2.7390  -2.7883  0.3156
H  -3.0610  1.7378  -0.5705  0.3303
H  5.2151  -8.0395  2.4045  0.2909
N  -1.6695  -0.8094  2.0507  -0.1317
H  4.1963  5.0965  -3.4769  0.2887
H  4.2040  3.3772  -2.9716  0.2158
C  -0.5287  -0.5039  -3.1864  -0.1707
H  -0.1523  -1.3662  -1.5994  0.1750
O  -2.1581  -2.9497  2.7869  -0.2557
F  5.7557  4.7014  1.1870  -0.4306
O  0.6288  -5.2675  6.2628  -0.5435
F  -6.1669  -1.8423  -0.1332  -0.2897
H  -0.5864  -4.9442  4.1276  0.1382
C  -4.2097  2.5340  1.1955  -1.8411
C  -1.6910  -2.1740  1.7690  0.2995
H  -0.8537  -0.6684  2.6527  0.3916
F  5.1730  -0.5729  -3.6539  -0.3018
Cl  -2.3712  3.6659  -2.4536  0.0564
N  4.3266  -0.9537  -1.4308  -0.4487
C  -1.4483  0.0435  0.8549  0.2696
N  3.3550  4.7107  -1.6001  0.9837
H  -1.9987  -4.3028  4.9874  0.1121
O  -0.5759  -1.6222  -2.4455  -0.6677
Mg  0.6839  -3.1032  0.1088  0.8428
C  -0.6185  -5.3556  6.2588  0.6101
C  -1.7382  5.2922  -2.3784  0.3594
C  4.3527  4.4061  -2.6502  -0.7631
Cl  -2.1140  6.1907  -3.8575  -0.0819
Al  4.9540  5.9845  2.0314  0.7962
F  3.2846  5.5614  2.2853  -0.4539
Cl  -0.0339  5.1083  -2.1660  0.0569
C  -0.9341  0.8137  -5.1824  1.0244
O  2.0828  -0.3186  -0.3329  -0.4229
C  6.1118  -6.4278  1.2679  -0.3363
S  3.7003  -5.9240  1.0070  1.0690
O  4.1336  -6.2949  2.5040  -0.2735
H  5.3374  4.5402  -2.2083  0.3256
Br  -3.9405  -3.2774  2.4727  0.1303
C  -1.3108  -5.1477  4.9202  -0.5260
C  5.3995  -6.9666  2.4906  -0.3441
C  -5.1379  1.2917  1.4195  0.9752
H  -3.9149  2.8305  2.2263  0.5100
O  2.6114  3.7997  -1.2999  -0.4510
H  -4.7972  3.3871  0.8019  0.3434
O  -0.1964  3.1181  -5.2432  -0.6012
Ca  -2.7961  8.6715  -0.8826  1.2126
Cl  -2.4291  6.1929  -0.9574  -0.1895
H  -1.9667  -0.3072  -0.0530  0.4620
O  5.0812  -6.2911  0.2798  -0.3136
C  -1.7751  1.5257  1.2678  -1.4134
O  2.9538  0.1000  -3.3336  -0.5351
F  5.0333  7.4388  1.0812  -0.4621
F  -4.4411  0.4668  2.2557  -0.1760
Br  -1.9926  -5.0228  0.0214  -0.5837
F  5.7200  6.2526  3.5613  -0.4253
C  -1.0155  -0.4405  -4.4267  -0.8429
H  -0.3558  0.0070  0.6324  -0.0055
H  -1.8754  -6.0424  4.6518  0.3056
O  2.7021  -6.8320  0.5724  -0.5944
F  -6.1865  1.7869  2.1589  -0.3229
H  6.5324  -5.4378  1.4578  0.2886
F  -5.7335  1.5485  -0.8394  -0.3181
H  5.9465  -6.7669  3.4089  0.3146
C  -5.5822  0.5911  0.1026  0.4975
O  -1.3757  0.9344  -6.3072  -0.6335
H  6.8967  -7.0918  0.9151  0.3155
F  -6.8676  -0.8566  1.7437  -0.2815
S  -7.0754  -0.5373  0.1924  1.3113
O  4.8245  1.3756  -2.4157  -0.5644
F  -8.0685  0.6861  0.4546  -0.2833
H  -1.4788  -1.2883  -4.9125  0.5187
H  -0.8334  2.0958  1.1120  0.5709
F  4.0504  0.8764  0.2148  -0.2192
C  -0.2759  1.9859  -4.5248  0.2945
C  0.1016  0.6678  -2.5310  0.8715
S  4.1898  0.0987  -2.5980  1.0600
O  -1.2917  -2.7403  0.7348  -0.0968
O  3.5184  -4.5063  0.9385  -0.3994
F  -7.2759  -0.3606  -1.4099  -0.3148
O  0.5086  0.5523  -1.3910  -0.0204
F  -8.3564  -1.5051  0.1954  -0.2857
C  -2.9057  2.2345  0.4075  0.4951
O  3.8505  -1.3166  1.0018  -0.6752
F  -4.5341  -0.1686  -0.2997  -0.2308
H  -2.0148  1.6128  2.3461  0.4613
H  -0.6140  2.9129  -6.1015  0.3391

---

2.
This record from OMol25 describes a 9-piece molecular cluster, C39H92N4O9 overall in a non-equilibrium geometry. The level of theory is ωB97M-V/def2-TZVPD.

Computed properties:
**Energy relative to the best compared isomer or geometry (same formula, charge and spin)**: 36.6 kcal per mole
**SMILES**: CC1(C)CCCC(C)(C)N1O.CC1(C)CCCC(C)(C)N1O.CC1(C)CCCC(C)(C)N1O.CC1(C)CCCC(C)(C)N1O.CO.CO.CO.O.O
**Energy**: -66316.9950 eV
**HOMO level**: -7.99 eV
**F_max**: 0.03996 Eh/bohr
**Frontier orbital gap**: 8.452 eV

Last column: Mulliken charge in e.
Positions of all 144 atoms, in Å:
H  -1.9411  -3.1180  2.7791  -0.1446
H  0.7626  4.2199  2.9103  0.4881
C  -3.6765  0.1312  -2.7452  -1.8827
H  3.3813  4.4874  -3.6638  0.3603
C  -4.0543  -2.7076  -6.3608  -1.9721
O  1.2006  0.9742  0.4669  1.3932
H  -4.7363  1.8645  2.0452  0.5184
H  4.2714  0.9987  -3.8451  0.4563
H  -6.2239  1.0166  -2.5551  0.4294
C  0.0775  3.4696  2.5086  -1.1017
H  2.7920  4.2417  0.3061  0.3661
H  0.2640  -5.4373  -0.3103  0.2778
C  1.9288  -1.1386  3.7259  -1.8281
H  -1.0433  0.5661  1.8730  0.0727
H  1.7313  -0.3645  2.9835  -0.0900
H  -2.1158  -2.0394  -3.5739  0.1114
H  5.7602  -0.8432  1.4021  0.1483
C  -5.6266  -1.5208  -2.6016  -1.3917
C  -0.9324  -1.7806  -0.1069  -0.4052
H  0.2767  4.3526  -3.6363  0.2648
H  -3.3273  -2.5203  3.6007  0.2387
H  3.5698  -0.8054  -2.0588  0.3114
H  -1.1349  -0.8982  -0.7137  0.1110
H  1.8718  1.3224  -4.6533  0.3278
H  -2.0986  -0.4922  2.8384  0.0478
C  -2.9351  -3.4212  3.1089  -0.1804
H  -4.4544  0.2991  2.7478  0.3725
H  -1.9909  -1.3003  -5.1915  0.3854
H  3.1653  -3.0107  5.0070  0.4568
C  4.0469  2.3885  -2.2939  -1.0306
H  0.4029  3.2919  1.4831  -0.1975
H  -0.9587  4.6867  4.6032  0.4346
C  3.4456  -1.3797  3.6314  1.6694
H  3.8471  -1.5695  5.7075  0.4034
H  -1.9149  -3.0320  -5.0448  0.5097
C  1.1242  2.4001  -2.9963  2.3188
H  -1.3265  5.0837  0.8298  0.1962
H  4.1422  0.6183  2.8578  -0.0703
C  4.7768  -3.8584  1.0843  -1.8219
H  0.5209  -3.8199  1.2037  0.2304
H  4.4754  4.2861  -0.2187  0.4900
H  -3.4261  -2.1924  -7.0838  0.3710
C  0.3844  -5.7248  0.7352  -0.6863
C  -1.6844  0.5101  2.7624  -1.0467
C  -3.9767  1.0809  2.1620  -2.1609
H  6.0802  -2.1680  5.1234  0.3553
O  -3.8403  -3.7155  2.0593  -0.5028
C  -1.3856  3.8837  2.6443  1.9430
O  0.8227  3.7936  -1.0380  -0.1993
H  -5.7956  -1.1829  -1.5784  0.4043
H  -3.0525  0.6205  -3.4900  0.5216
H  -1.3995  2.1302  0.5871  0.2444
H  6.7468  -2.2226  1.1246  0.5272
H  -6.6034  -1.7227  -3.0515  0.3574
C  -5.9356  0.7237  -3.5677  -2.1851
C  3.8991  -2.2196  4.8293  -1.2277
C  -1.6276  5.1900  1.8732  -2.0513
C  -2.9967  1.9833  4.2820  -1.3749
O  3.0022  -1.5774  -1.9651  -0.7238
C  0.6973  3.4255  -4.0452  -1.5669
H  4.2159  -3.4237  0.2578  0.2454
C  3.2792  4.7377  -2.6087  -1.6657
H  -0.8446  2.2181  -2.1252  0.5641
H  -1.7113  -1.9747  0.6350  0.0600
C  5.2901  -2.8319  4.7638  -0.7579
H  -1.0663  5.9984  2.3463  0.4362
H  -2.4482  3.1115  5.9742  0.4261
C  3.6089  1.8499  -3.6684  -0.9046
H  -3.9265  -3.7878  -6.3254  0.4162
H  -3.9042  -2.6644  -2.0685  -0.1860
C  -0.0904  1.5770  -2.5862  -2.7866
C  -2.0402  2.9663  4.9757  -0.6852
H  2.4184  -2.0690  0.9992  0.1582
C  5.0140  -2.7907  2.1705  1.7309
H  -3.8801  -4.1911  -4.0500  0.4963
H  1.3838  -2.0629  3.5448  0.4127
C  -4.8494  -2.8391  -2.5901  -0.1465
H  2.3686  -1.3292  -1.2774  0.2537
N  -2.2826  2.8719  2.0997  0.1375
H  5.0526  2.8165  -2.3434  0.4561
H  4.2466  -4.7646  1.3925  0.3577
H  3.5708  2.7921  0.3150  0.1295
C  4.1654  -0.0235  3.7445  -1.5016
H  6.7699  -1.5185  2.7080  0.3741
H  4.1128  1.5412  -1.6070  -0.0832
H  -4.0079  2.4009  4.2996  0.4110
H  -5.5077  1.6454  -3.9649  0.3725
H  1.7007  -0.7106  4.7030  0.5808
H  -2.9948  1.0346  4.8210  0.3993
C  -1.7881  4.2052  4.0811  -1.2733
H  -5.4961  -3.5904  -4.4409  0.3896
O  -2.1787  2.7047  0.7050  -0.4318
H  -3.7816  0.8112  1.1228  0.3120
H  -1.0575  2.4939  5.0768  0.2452
H  -0.2493  -6.5581  1.0292  0.2899
H  -4.9257  0.1167  -6.2581  0.3527
H  5.3743  -3.6110  5.5306  0.4289
H  1.4119  -6.0942  0.8429  0.2262
H  -1.1476  -2.6218  -0.7746  0.4852
C  2.1536  1.4431  -3.6003  -1.2699
H  -0.9062  0.6296  3.5254  0.1211
C  -3.9135  -2.2065  -4.9175  1.7178
H  0.1766  2.5527  3.0954  0.1966
C  -2.7145  1.6708  2.7841  2.2419
H  0.1545  0.7133  -1.9643  -0.1197
C  -4.5238  -3.3138  -4.0170  -1.3570
H  1.5370  3.7539  -4.6629  0.3987
H  -0.0719  3.1222  -4.7573  0.4202
C  6.1016  -1.7598  1.8829  -1.7652
C  -2.3882  -2.1451  -4.6219  -1.5645
H  2.5676  5.5496  -2.4513  0.2192
H  6.4877  -3.8696  3.2023  0.4339
H  -2.8817  -4.2777  3.7868  0.2924
H  0.6058  -0.9308  0.6373  -0.3470
O  3.1629  -1.5273  1.2891  0.7884
C  3.1402  3.5111  -1.7243  1.4484
H  0.7545  4.5700  -1.6227  0.2083
H  1.9892  1.1561  0.9914  -0.2345
H  -6.7832  0.4037  -4.1737  0.5132
C  3.5541  3.7107  -0.2757  -1.8469
C  5.4597  -3.5770  3.4480  -1.4260
H  -2.6712  5.5059  1.8380  0.4814
O  -4.1803  0.0286  -5.6547  -0.4625
C  -4.9386  -0.4328  -3.4175  2.1205
N  -4.6441  -0.9522  -4.7513  0.2800
H  -2.6818  4.8285  4.0859  0.3819
H  5.0244  -4.5761  3.5253  0.4852
H  1.9989  0.4537  -3.1703  0.4582
H  1.2851  1.5445  -0.3193  -0.8705
N  3.7145  -2.1441  2.4177  -0.3574
H  3.7900  0.5799  4.5717  0.4384
H  -3.1249  -0.6849  -2.2696  -0.1764
H  -5.0962  -2.5152  -6.6364  0.4988
H  5.6959  -4.3490  0.7469  0.4849
O  0.2081  -4.6298  1.6189  -0.4263
H  -4.7249  -3.5371  2.3802  0.3000
H  -0.6247  1.1165  -3.4220  0.6576
H  -3.8805  0.7819  -1.8915  0.6865
H  4.2536  5.2137  -2.4382  0.4802
H  -5.4274  -3.6148  -2.0893  0.4456
H  3.9388  2.5722  -4.4173  0.4621
O  0.4022  -1.8439  0.3812  -0.1418
N  1.7278  2.9760  -1.7719  1.2636
H  5.2359  -0.1936  3.8821  0.4422

---

3.
This record from OMol25 describes a 2-piece molecular cluster, C16H33N2O4S overall in a non-equilibrium geometry. The level of theory is ωB97M-V/def2-TZVPD.

Computed properties:
**Net charge**: +1
**Energy**: -39121.5394 eV
**HOMO level**: -11.26 eV
**F_max**: 0.06566 Eh/bohr
**Frontier orbital gap**: 7.297 eV

Last column: Mulliken charge in e.
Positions of all 56 atoms, in Å:
H  -0.9212  -3.0640  -2.7737  0.4486
H  -1.3651  1.9175  -3.7386  0.3095
C  5.3691  1.4074  2.6505  -0.9083
H  -2.8127  -2.8614  -0.0005  0.3473
H  -1.3760  -0.8149  -1.6328  0.2058
H  -0.3447  1.4528  2.4421  0.4508
H  4.0167  0.8369  -0.4722  0.5262
H  5.3262  2.9777  5.0012  0.3722
H  -2.8886  -1.3297  0.6771  0.4810
O  2.5337  -0.0896  -2.3397  -0.5773
C  -3.2930  1.0033  -3.8010  -0.4101
H  -2.2586  0.3306  3.0230  0.4198
H  1.8866  -2.5203  -1.2609  0.6042
H  -2.7953  0.1916  -4.3196  0.2751
C  -3.9133  -0.2746  -1.6795  -0.5636
H  -1.8735  1.3982  -2.1671  -0.0456
H  2.9427  0.3235  0.8524  0.0287
O  1.0905  -0.6994  -0.6825  -0.0237
H  -5.1053  1.2187  -2.6012  0.4481
H  5.7072  0.8996  3.5535  0.4171
C  -2.2347  -1.9400  0.0700  -0.8823
C  -1.7290  -0.6125  3.0453  -1.2845
H  5.8180  3.9844  3.6037  0.3224
H  0.7374  -1.8266  -2.3341  0.4670
C  2.9935  0.7350  -0.1456  -0.8008
H  0.2661  -3.8350  -0.4489  0.5450
H  -1.8634  -3.8600  -1.5611  0.3741
C  2.2161  -0.0528  -1.1525  0.3326
H  2.5891  1.7440  -0.1469  0.3632
H  4.3301  4.3658  4.5047  0.3368
H  -2.5866  2.8516  -2.8905  0.3716
C  -2.2309  1.8472  -3.0882  -0.8274
H  -3.7680  1.6463  -4.5329  0.3923
C  -1.2871  -2.9584  -1.7628  -1.5161
O  3.6955  3.2997  1.8385  -0.6055
O  -3.1993  -1.4488  -2.1200  -0.4944
C  -0.5671  -0.6423  2.1028  0.9887
C  0.1150  0.6482  1.8885  -0.9389
H  6.1845  1.9780  2.2066  0.3116
H  -1.3150  -0.8077  4.0336  0.3583
H  -4.9699  -0.2674  -3.4972  0.3159
H  5.0060  0.6727  1.9363  0.2488
C  4.9757  3.5645  4.1526  -1.0198
C  -4.4017  0.4480  -2.9085  -0.9882
S  4.0118  2.5152  3.0613  0.5615
H  -3.2770  0.3609  -1.0674  0.4347
H  -2.4054  -1.4333  2.8264  0.4122
H  -4.7498  -0.6258  -1.0783  0.3575
C  -0.1685  -2.8767  -0.6924  0.3696
N  -0.1840  -1.7818  1.5874  -0.9856
C  -2.0225  -1.6682  -1.4130  0.8429
H  0.0611  0.8658  0.8247  0.0845
C  0.9479  -1.9750  -1.2820  -1.4084
H  -1.1659  -3.3347  0.9977  0.5280
N  -0.9149  -2.4389  0.5824  0.5058
H  1.1675  0.5547  2.1293  0.1210